Formula: C18H33I2N4O
Source: the OMol25 dataset
Level of theory: ωB97M-V/def2-TZVPD

net charge = +1
orbital gap = 8.99 eV
HOMO = -12.7 eV

Geometry as XYZ:
```
58
C18H33I2N4O | the OMol25 dataset | ωB97M-V/def2-TZVPD
C 2.853 0.795 -1.333
C 1.681 1.667 -1.723
I 1.064 1.488 -3.761
C 1.069 2.477 -0.908
I 1.707 2.671 1.111
N -0.095 3.276 -1.300
C -1.446 2.700 -0.925
C -1.690 1.238 -1.323
C -2.893 0.744 -0.443
O -2.074 1.082 -2.667
H 2.425 -0.114 -0.887
H 3.372 0.472 -2.233
H 3.498 1.261 -0.591
H -0.013 4.155 -0.777
H -0.061 3.556 -2.287
H -1.630 2.832 0.140
H -2.192 3.318 -1.439
H -0.867 0.558 -1.107
H -3.795 1.033 -0.980
H -2.831 1.164 0.563
H -2.797 -0.338 -0.352
H -2.925 1.516 -2.814
C -7.626 1.352 -3.801
C -7.972 1.309 -2.317
C -7.742 2.649 -1.609
C -6.326 3.043 -1.699
N -5.230 3.345 -1.769
H -6.568 1.569 -3.960
H -7.833 0.389 -4.268
H -8.213 2.112 -4.319
H -7.377 0.531 -1.833
H -9.020 1.027 -2.202
H -8.015 2.574 -0.557
H -8.352 3.432 -2.062
C 3.661 -1.163 4.813
C 2.819 -0.074 4.155
C 1.425 -0.560 3.743
C 1.539 -1.654 2.765
N 1.628 -2.497 2.005
H 3.851 -1.994 4.132
H 4.630 -0.765 5.114
H 3.166 -1.556 5.703
H 3.350 0.305 3.277
H 2.711 0.762 4.851
H 0.858 0.255 3.291
H 0.871 -0.915 4.613
C 6.669 -3.627 -0.019
C 5.653 -4.762 0.037
C 4.526 -4.504 1.043
C 5.073 -4.356 2.402
N 5.501 -4.241 3.451
H 7.177 -3.496 0.938
H 7.435 -3.838 -0.766
H 6.188 -2.682 -0.284
H 6.169 -5.690 0.293
H 5.216 -4.901 -0.954
H 3.819 -5.333 1.039
H 3.981 -3.595 0.786
```



Formula: C18H33N2O9P2ReSSb
Source: the OMol25 dataset
Level of theory: ωB97M-V/def2-TZVPD

net charge = +2
orbital gap (alpha / beta) = 7.27 / 6.93 eV
multiplicity = 2
HOMO (alpha / beta) = -12.8 / -12.4 eV

Geometry as XYZ:
```
67
C18H33N2O9P2ReSSb | the OMol25 dataset | ωB97M-V/def2-TZVPD
Re -1.049 0.840 1.285
O 3.054 1.697 0.370
P 1.620 1.380 -0.147
O 1.748 0.563 -1.463
O 0.936 0.585 0.950
O 0.971 2.758 -0.490
P -0.599 2.810 -1.088
O -0.360 3.080 -2.619
O -1.056 1.377 -0.852
O -1.319 3.949 -0.501
H 3.552 2.388 -0.087
H 0.188 2.444 -3.089
N -3.301 4.005 1.255
C -4.332 3.099 0.667
C -3.782 1.688 0.532
O -4.168 0.943 -0.318
O -2.902 1.377 1.485
H -3.664 4.950 1.377
H -2.455 4.035 0.617
H -2.992 3.647 2.160
H -4.621 3.476 -0.309
H -5.205 3.079 1.320
S -1.593 -1.002 5.430
C -1.752 -0.671 3.772
N -0.978 0.272 3.291
C -0.163 0.805 4.299
C 0.772 1.830 4.147
C 1.493 2.221 5.254
C 1.294 1.614 6.503
C 0.369 0.608 6.665
C -0.359 0.210 5.544
H -2.460 -1.200 3.151
H 0.914 2.302 3.185
H 2.223 3.014 5.163
H 1.874 1.947 7.353
H 0.211 0.144 7.629
C -0.293 -3.648 -1.342
C -0.512 -2.157 -1.040
C -1.892 -1.704 -1.486
Sb 1.177 -1.270 -2.031
C 0.917 -0.794 -4.096
C -0.512 -0.325 -4.367
C 1.345 -1.945 -5.004
C 3.002 -2.187 -1.401
C 3.393 -3.428 -2.195
C 2.909 -2.437 0.104
H -1.100 -4.211 -0.869
H 0.646 -4.045 -0.953
H -0.354 -3.862 -2.412
H -0.340 -1.943 0.016
H -2.108 -2.051 -2.497
H -2.054 -0.633 -1.430
H -2.619 -2.178 -0.823
H 1.615 0.042 -4.205
H -1.204 -1.166 -4.378
H -0.543 0.133 -5.357
H -0.882 0.403 -3.643
H 0.745 -2.842 -4.838
H 2.398 -2.200 -4.901
H 1.182 -1.639 -6.039
H 3.714 -1.379 -1.590
H 2.643 -4.218 -2.133
H 4.314 -3.829 -1.768
H 3.587 -3.214 -3.244
H 2.212 -3.243 0.340
H 2.615 -1.551 0.670
H 3.891 -2.744 0.467
```



Formula: C18H33N3O5S2SeSiV
Source: the OMol25 dataset
Level of theory: ωB97M-V/def2-TZVPD

net charge = -2
orbital gap (alpha / beta) = 3.36 / 3.30 eV
multiplicity = 2
HOMO (alpha / beta) = 0.8 / 0.9 eV

Geometry as XYZ:
```
64
C18H33N3O5S2SeSiV | the OMol25 dataset | ωB97M-V/def2-TZVPD
V 0.625 -2.675 -1.443
C -1.783 0.673 -2.943
C -0.388 0.851 -2.349
C 0.649 0.504 -3.410
C -0.213 2.286 -1.860
O -0.126 -0.054 -1.246
Si -0.901 -0.408 0.179
S -0.220 -2.226 0.836
O -0.566 0.866 1.223
C -0.104 0.965 2.571
C -0.252 2.440 2.928
C 1.362 0.551 2.692
C -0.960 0.123 3.515
O -2.485 -0.248 -0.216
C -3.765 -0.595 0.278
C -4.297 0.586 1.087
C -4.630 -0.838 -0.958
C -3.728 -1.865 1.121
H -1.817 1.190 -3.909
H -2.545 1.094 -2.292
H -1.975 -0.390 -3.096
H 0.543 1.178 -4.265
H 0.492 -0.526 -3.738
H 1.663 0.602 -3.016
H -0.525 2.980 -2.644
H 0.832 2.501 -1.630
H -0.823 2.467 -0.973
H 0.338 3.048 2.240
H 0.092 2.632 3.946
H -1.297 2.742 2.842
H 2.004 1.239 2.133
H 1.500 -0.456 2.306
H 1.673 0.579 3.739
H -2.009 0.413 3.442
H -0.634 0.268 4.550
H -0.862 -0.932 3.265
H -4.402 1.463 0.444
H -3.603 0.838 1.890
H -5.272 0.351 1.522
H -4.683 0.070 -1.560
H -5.644 -1.135 -0.676
H -4.174 -1.621 -1.565
H -3.139 -1.724 2.024
H -3.272 -2.674 0.552
H -4.745 -2.149 1.409
Se -1.026 -2.997 -3.019
O 3.713 -5.636 -1.522
S 2.490 -5.186 -2.333
N 1.768 -3.969 -1.640
N 2.867 2.664 0.286
C 4.010 1.929 0.385
O 5.049 2.443 0.756
C 3.927 0.494 0.003
C 5.039 -0.312 0.197
C 4.938 -1.646 -0.126
C 3.746 -2.145 -0.637
N 2.671 -1.375 -0.849
C 2.778 -0.088 -0.528
H 2.913 3.560 0.742
H 1.971 2.201 0.308
H 5.942 0.120 0.607
H 5.767 -2.326 0.016
H 3.627 -3.193 -0.893
H 1.873 0.480 -0.695
```



Formula: C18H33N3OP2Pd
Source: the OMol25 dataset
Level of theory: ωB97M-V/def2-TZVPD

net charge = +1
orbital gap (alpha / beta) = 6.23 / 5.08 eV
multiplicity = 4
HOMO (alpha / beta) = -8.5 / -9.2 eV

Geometry as XYZ:
```
58
C18H33N3OP2Pd | the OMol25 dataset | ωB97M-V/def2-TZVPD
Pd 0.092 -0.134 0.298
P -1.483 -0.395 -1.399
P -0.511 1.792 1.400
N 1.170 -1.215 -1.120
N 1.990 0.655 0.517
H 3.192 -1.629 -1.623
H 3.887 -0.211 0.592
H 2.634 -2.164 0.001
C 2.542 -1.364 -0.766
H 3.475 0.582 -0.991
C 3.085 -0.048 -0.158
H 0.642 -3.072 -2.020
H 3.184 2.184 1.281
C 0.680 -1.960 -2.220
C 2.154 1.799 1.183
H -1.460 -2.391 -2.558
C -0.766 -1.541 -2.632
H -0.876 -1.084 -3.630
H -1.228 2.799 0.701
H -1.110 1.762 2.688
H -2.656 0.000 -2.114
H -2.174 -1.321 -0.587
O -1.316 2.576 -1.819
C -0.427 2.709 -2.666
C -0.598 2.269 -4.099
C 0.854 3.419 -2.328
H 1.389 -1.935 -3.058
H -0.729 1.188 -4.158
H -1.489 2.759 -4.502
H 0.280 2.506 -4.695
H 1.286 2.948 -1.435
H 1.581 3.331 -3.145
H 0.592 4.469 -2.102
C 1.080 2.514 1.707
H 1.258 3.422 2.288
C -2.594 -0.204 4.334
N -3.233 -1.186 3.423
C -4.617 -0.775 3.062
C -2.407 -1.463 2.171
C -1.063 -1.997 2.529
C -0.965 -2.988 3.527
C 0.273 -3.380 4.031
C 1.416 -2.798 3.496
C 1.317 -1.858 2.450
C 0.091 -1.502 1.943
H -2.481 0.747 3.801
H -1.624 -0.584 4.659
H -3.256 -0.077 5.198
H -3.291 -2.081 3.935
H -4.563 0.157 2.493
H -5.059 -1.566 2.452
H -5.197 -0.631 3.978
H -3.010 -2.175 1.592
H -2.347 -0.514 1.624
H -1.865 -3.466 3.918
H 0.347 -4.136 4.822
H 2.398 -3.067 3.880
H 2.210 -1.390 2.051
```



Question: net charge of number 4 (C18H33N3OP2Pd)?
Answer: +1



Question: net charge of number 3 (C18H33N3O5S2SeSiV)?
Answer: -2



Question: Among the records above, which one has the highest net charge?
Answer: C18H33N2O9P2ReSSb